Computed, not measured: C32H34ClHfP as an isolated structure at a distorted geometry, with ωB97M-V/def2-TZVPD.

Structure (XYZ):
```
69
Properties=species:S:1:pos:R:3:forces:R:3:nbo_charge:R:1
Hf -0.306 -0.395 -0.361 0.42 1.04 0.55 2.0643
Cl -0.189 -0.055 -5.208 0.00 -0.03 0.36 -0.1693
P 0.064 0.284 2.177 0.88 0.51 2.76 0.7859
C 1.549 -1.897 0.080 0.32 -0.12 -1.30 -0.3160
C -0.111 0.212 -7.011 0.05 0.26 -1.88 0.0572
C -0.363 3.300 4.999 -0.01 -0.31 -0.39 -0.2014
C 1.860 0.289 2.581 0.31 -0.37 -0.08 -0.3664
C -2.529 -0.616 0.455 -1.05 0.18 -1.23 -0.3381
C -0.359 -2.305 3.264 -0.11 0.05 0.03 -0.2238
C -1.216 1.211 -7.407 0.13 -0.15 0.17 -0.6363
C -2.082 -1.064 -1.788 -1.21 0.69 0.24 -0.3090
C -2.295 -1.664 -0.500 -0.90 0.55 -0.12 -0.3321
C -2.134 -2.882 4.825 0.28 0.17 -0.33 -0.1640
C -1.216 4.115 2.887 0.00 0.02 -0.08 -0.1976
C 0.531 -2.563 -0.690 1.12 -0.12 -0.57 -0.3974
C 1.363 -0.814 -1.979 0.50 -1.66 0.22 -0.4024
C -2.473 0.637 -0.262 -0.16 -0.57 -0.18 -0.3313
C -2.157 0.358 -1.636 -1.27 -0.76 0.54 -0.3836
C -1.876 -0.593 4.057 0.11 0.23 -0.01 -0.1483
C 2.701 1.243 1.973 -0.17 -0.33 0.25 -0.1625
C 2.074 -0.833 -0.735 -0.40 -0.43 0.05 -0.2966
C 4.039 1.337 2.363 -0.11 0.05 -0.10 -0.2088
C 4.557 0.463 3.323 -0.46 -0.25 0.11 -0.1723
C 1.277 0.774 -7.380 -0.18 -0.09 0.18 -0.6366
C -0.922 2.890 2.278 0.12 -0.14 0.55 -0.2043
C -2.561 -1.551 4.811 0.21 -0.14 -0.04 -0.2086
C -0.352 1.853 3.039 -0.61 0.74 -0.74 -0.3534
C -0.077 2.062 4.406 0.01 0.03 -0.07 -0.1314
C -0.930 4.330 4.239 0.01 -0.29 -0.35 -0.1627
C 0.454 -1.930 -1.980 1.53 -0.22 -0.04 -0.2924
C -1.026 -3.249 4.049 -0.08 0.05 0.10 -0.1860
C 3.728 -0.517 3.888 0.18 0.31 -0.10 -0.1837
C 2.383 -0.594 3.531 -0.06 0.08 -0.05 -0.2215
C -0.338 -1.142 -7.714 0.02 0.16 0.23 -0.6362
C -0.754 -0.953 3.284 -0.27 -0.54 -0.32 -0.3711
H 1.599 -0.205 -2.843 -0.20 0.15 0.07 0.3064
H -0.303 -1.016 -8.808 0.02 0.15 0.40 0.2372
H 2.299 1.926 1.216 0.15 -0.08 0.28 0.2037
H 0.050 -3.494 -0.405 -0.06 0.33 -0.04 0.2874
H 0.351 1.259 5.019 -0.12 0.32 -0.29 0.2267
H -2.863 -0.773 1.479 0.39 0.16 -0.20 0.2993
H 0.504 -2.624 2.668 -0.37 0.09 0.25 0.2123
H -2.037 -1.555 -2.756 0.16 0.03 0.39 0.2905
H 1.732 -1.330 4.013 0.39 0.34 -0.13 0.2323
H -2.433 -2.729 -0.309 0.33 0.37 -0.02 0.2804
H -0.664 -4.278 4.073 -0.14 0.28 -0.06 0.2392
H 0.447 -1.856 -7.440 -0.23 0.08 0.01 0.2205
H 2.070 0.067 -7.110 -0.13 0.19 0.04 0.2203
H -1.325 -1.546 -7.461 0.24 -0.01 0.01 0.2199
H 4.677 2.108 1.923 -0.23 -0.30 0.15 0.2407
H 1.961 -2.271 1.015 -0.24 0.47 -0.09 0.2915
H 4.112 -1.211 4.633 0.02 0.19 -0.15 0.2402
H -3.422 -1.258 5.411 0.24 0.01 -0.17 0.2445
H -1.061 2.180 -6.919 -0.10 -0.22 -0.02 0.2196
H 2.899 -0.172 -0.495 -0.22 -0.06 0.20 0.2903
H -1.677 4.901 2.288 0.16 -0.13 0.21 0.2369
H -0.148 3.458 6.056 -0.03 -0.09 -0.31 0.2442
H -1.137 2.722 1.215 0.07 0.24 0.44 0.1917
H 1.451 1.743 -6.898 0.02 -0.24 -0.01 0.2198
H -2.176 1.066 -2.457 0.35 0.01 0.12 0.3018
H -2.695 1.623 0.135 0.15 -0.27 0.04 0.2859
H -2.653 -3.628 5.431 0.19 0.29 -0.22 0.2474
H -1.198 1.385 -8.495 0.14 -0.18 0.34 0.2373
H 1.341 0.935 -8.469 -0.20 -0.12 0.36 0.2377
H -2.196 0.456 4.113 0.10 -0.54 -0.11 0.2320
H -2.206 0.814 -7.156 0.19 0.14 0.03 0.2200
H -0.056 -2.288 -2.869 -0.05 0.16 0.41 0.2896
H -1.149 5.298 4.695 0.06 -0.35 -0.14 0.2459
H 5.592 0.552 3.647 -0.21 -0.04 -0.14 0.2448
```
Positions in Å, forces in eV/Å.

Its HOMO energy is -14.350 eV. The LUMO energy is -0.2887 Eh. The calculation puts the frontier orbital gap at 6.49 eV. As for the total charge: +2.